No. 1
A structure of composition C6H7B at a distorted geometry, computed with ωB97M-V/def2-TZVPD.

Geometry as XYZ:
```
14
Properties=species:S:1:pos:R:3:forces:R:3:lowdin_charge:R:1
B 1.619891 -0.492462 0.289604 -0.285 -0.255 0.636 0.269
C 4.749361 -1.675192 -1.487399 0.904 -0.244 -1.775 0.110
C 3.977047 -1.661521 -0.498696 0.330 -0.452 1.661 -0.347
C 3.511341 -1.255975 0.647752 -5.655 2.760 -2.056 0.040
C 0.225046 -0.016687 -0.048919 4.803 -1.478 2.203 -0.402
C -0.234314 -0.341997 -1.414185 -0.919 0.563 -0.742 -0.127
C -0.665766 0.739507 0.916908 2.101 2.473 1.440 -0.129
H 3.940835 -0.847011 1.518990 0.694 -0.355 1.002 0.048
H 0.013676 -1.364626 -1.725200 -0.059 0.391 -0.113 0.084
H 0.083319 0.407165 -2.172469 -0.133 -0.558 0.327 0.094
H -1.317777 -0.236254 -1.302502 -0.150 -0.359 -0.703 0.074
H -1.719361 0.421578 0.834122 0.363 0.782 -0.251 0.072
H -0.360204 1.953660 0.865494 -1.715 -2.986 -0.362 0.141
H -0.373550 0.587029 2.005027 -0.279 -0.283 -1.266 0.073
```
Forces are in eV/Å.

Computed properties:
electronic energy	-257.31437	hartree
HOMO level	-0.297	Ha
relative energy (zero: lowest compared OMol25 entry of this formula, charge and spin)	6.542	eV
molecular weight	89.93	g mol⁻¹
LUMO energy	-1.831	eV

No. 2
A cluster of 3 separate species, C13H32N4O13PS3 in total at a distorted geometry, computed with ωB97M-V/def2-TZVPD.

Geometry as XYZ:
```
66
Properties=species:S:1:pos:R:3:forces:R:3:lowdin_charge:R:1
C 2.971516 -1.218491 2.773355 0.197 -0.133 -0.027 -0.206
P 1.629019 -0.017951 2.874273 0.227 0.866 0.619 1.011
O 0.458551 -0.825614 3.631643 -0.023 -0.357 -0.326 -0.259
N 0.958673 -0.022033 1.045517 -0.235 -1.009 0.156 -0.286
C 0.478539 -1.447979 0.720502 -0.131 -0.126 -0.383 -0.131
C -0.985504 -1.706641 0.395325 -0.124 -0.368 0.237 -0.171
C -2.010375 -1.648262 1.532130 -0.506 -0.214 -0.535 -0.151
C -3.259280 -2.465570 1.137198 -0.075 -0.026 0.232 -0.160
O -4.450590 -1.909137 1.708625 0.435 -0.046 0.144 -0.029
C -5.007174 -0.915234 0.985707 -0.283 0.653 -0.066 -0.330
O -5.108828 0.204106 1.387287 -0.005 -0.234 0.216 0.109
C -0.099253 1.014197 1.140730 0.616 0.437 0.061 -0.238
S -0.995548 1.573789 -0.337842 -0.903 0.161 0.329 0.712
O -2.314516 1.011704 -0.275655 0.234 0.027 -0.146 -0.324
O -0.818634 2.992618 -0.404634 0.146 -0.215 -0.110 -0.308
C 2.074947 0.282601 0.064235 -0.302 -0.021 -0.073 -0.110
C 2.849779 1.612402 0.108708 0.625 0.702 -0.476 -0.650
N 2.218454 2.732688 -0.592993 -0.073 -0.376 0.369 0.105
N 4.058878 1.276219 -0.645205 -0.335 -0.016 -0.159 0.103
N 3.236232 1.987566 1.449047 -0.009 -0.372 0.154 0.083
H 3.817386 -0.720633 3.249482 0.083 -0.038 -0.036 0.061
H 2.758610 -2.128687 3.336048 -0.116 0.011 0.020 0.067
H 3.274968 -1.505590 1.771138 0.025 -0.020 -0.036 0.015
H 0.541010 -1.790502 3.585483 -0.186 0.046 0.170 0.068
H 0.764242 -2.122492 1.527242 0.093 0.214 0.122 0.109
H 1.073254 -1.781949 -0.127272 0.056 0.135 0.001 0.113
H -1.338722 -1.159477 -0.476391 0.025 0.160 0.029 0.102
H -0.973119 -2.751299 0.061923 0.147 -0.001 -0.057 0.136
H -1.606335 -2.092694 2.439291 0.069 0.283 0.165 0.112
H -2.382021 -0.642954 1.714369 0.240 0.125 0.214 0.096
H -3.352580 -2.517578 0.049005 -0.082 -0.064 -0.053 0.128
H -3.196763 -3.467152 1.555773 0.007 -0.113 -0.243 0.134
H -5.417463 -1.209639 0.011909 0.175 -0.269 -0.174 0.160
H -0.844108 0.752460 1.888551 -0.130 -0.279 -0.147 0.107
H 0.384597 1.918036 1.510788 -0.028 0.054 -0.127 0.085
H -0.342779 0.975471 -1.362884 0.102 0.019 -0.044 0.085
H 2.787026 -0.530899 0.145557 -0.071 0.091 0.245 0.070
H 1.647894 0.174546 -0.934791 0.032 0.062 -0.039 0.128
H 1.683896 2.469646 -1.409844 0.011 0.078 -0.046 0.074
H 1.653620 3.304768 0.017345 -0.120 0.040 -0.120 0.070
H 4.873338 1.215996 -0.050232 0.042 -0.199 0.008 0.088
H 4.200190 1.972210 -1.362724 0.138 0.113 0.075 0.089
H 2.482753 2.333682 2.028802 -0.035 0.114 -0.040 0.042
H 3.957365 2.696236 1.399362 0.019 0.077 0.021 0.103
C -5.596302 4.119998 -0.507811 -0.249 0.032 0.129 -0.149
C -5.602659 2.607576 -0.442883 0.254 0.119 -0.054 -0.168
O -6.409924 2.219093 -1.569218 -0.146 0.136 0.115 -0.187
S -6.202712 3.252220 -2.767774 0.099 -0.017 0.133 0.591
O -5.235384 2.739899 -3.672010 0.036 0.027 -0.103 -0.227
O -7.474671 3.677423 -3.219063 -0.075 -0.052 -0.091 -0.209
O -5.511210 4.410713 -1.911867 0.129 -0.092 0.021 -0.188
H -6.521148 4.547478 -0.116971 0.000 -0.016 -0.004 0.136
H -4.744872 4.560010 0.003862 0.073 0.050 -0.155 0.134
H -6.035646 2.219835 0.469655 -0.165 -0.104 -0.065 0.118
H -4.603532 2.195288 -0.575593 0.055 -0.014 0.044 0.105
C 4.671799 -2.526486 -3.336810 0.294 0.018 -0.116 -0.134
C 4.846604 -3.937656 -2.814358 -0.298 -0.093 -0.129 -0.135
O 5.264195 -3.745259 -1.447509 0.127 0.114 -0.027 -0.170
S 4.588214 -2.448507 -0.848626 0.057 -0.227 -0.426 0.573
O 3.421901 -2.813411 -0.106195 -0.104 0.174 0.102 -0.255
O 5.581178 -1.642986 -0.244825 0.022 0.062 0.240 -0.204
O 4.094685 -1.813070 -2.220003 -0.092 -0.185 -0.002 -0.199
H 5.625318 -2.061198 -3.586484 0.007 -0.017 0.010 0.140
H 4.001155 -2.470489 -4.188502 -0.140 0.090 0.106 0.139
H 5.604992 -4.501404 -3.347502 0.136 0.016 0.156 0.143
H 3.906877 -4.491552 -2.815397 0.007 0.007 -0.007 0.137
```
Forces are in eV/Å.

Computed properties:
charge	+1
electronic energy	-3247.27576	hartree
HOMO level	-0.458	Ha
relative energy (zero: lowest compared OMol25 entry of this formula, charge and spin)	0.203	eV
molecular weight	579.59	g mol⁻¹
LUMO energy	-2.675	eV

No. 3
A cluster of 2 separate species, C4H12NO in total at a distorted geometry, computed with ωB97M-V/def2-TZVPD.

Geometry as XYZ:
```
18
Properties=species:S:1:pos:R:3:forces:R:3:lowdin_charge:R:1
C 0.450842 2.326438 0.800068 -0.614 -0.103 -1.134 -0.090
C 0.856450 1.440330 -0.488153 -0.996 1.161 1.203 -0.203
C 0.293865 0.024021 -0.233008 1.045 0.107 -0.089 -0.163
C -0.385451 -1.890214 -1.798228 1.868 1.119 1.645 0.212
N 0.471966 -0.953007 -1.358767 -0.916 -2.550 -2.519 0.043
H 0.983367 3.274341 0.712548 -0.186 0.021 -0.075 0.071
H -0.652369 2.546738 0.850659 1.110 -0.334 -0.087 0.091
H 0.784202 1.903889 1.754000 -0.114 -0.287 -0.297 0.071
H 0.484089 1.968929 -1.419741 0.394 -0.895 1.044 0.130
H 1.947264 1.479809 -0.430449 -0.069 -0.452 -0.547 0.104
H 0.796995 -0.342261 0.717634 -0.650 -0.120 -1.381 0.159
H -0.762965 -0.017908 -0.140338 -0.983 0.461 0.738 0.107
H -1.397696 -2.025079 -1.361654 0.858 0.456 0.044 0.127
H -0.056963 -2.711826 -2.499439 -0.151 1.562 0.373 0.139
H 1.316658 -0.866647 -1.977103 -0.639 -0.197 1.187 0.188
H -1.145075 -1.624924 2.534988 0.377 -0.105 -0.600 0.045
H -2.364799 -2.365121 2.455932 -0.622 -0.538 -0.370 0.043
O -1.620380 -2.167509 1.881051 0.290 0.694 0.865 -0.072
```
Forces are in eV/Å.

Computed properties:
charge	+1
electronic energy	-289.30175	hartree
HOMO level	-0.552	Ha
relative energy (zero: lowest compared OMol25 entry of this formula, charge and spin)	1.989	eV
molecular weight	90.15	g mol⁻¹
LUMO energy	-5.360	eV

No. 4
A structure of composition C31H20BCl4DyF10N3O4 at a distorted geometry, computed with ωB97M-V/def2-TZVPD.

Geometry as XYZ:
```
74
Properties=species:S:1:pos:R:3:forces:R:3:lowdin_spin:R:1
Dy 11.851657 8.408816 11.447747 -0.559 1.781 -0.117 5.063
C 14.906732 10.328428 12.301292 0.126 0.729 1.086 0.000
N 13.505229 10.741036 12.258882 -0.066 -0.159 1.135 -0.006
C 13.037550 11.092460 13.674303 0.093 -1.447 -0.121 0.000
C 12.146248 10.029557 14.364587 -0.007 0.055 0.200 0.000
N 11.098297 9.536442 13.497448 1.550 -1.191 -0.645 -0.005
C 9.888951 10.018232 13.578755 -1.145 0.642 -0.124 0.000
C 8.982469 9.764626 12.481751 1.755 -0.373 -0.242 -0.001
F 9.600897 8.938956 11.564101 -1.580 0.486 0.062 -0.009
C 7.834606 10.432061 12.188917 -0.908 0.003 0.002 0.000
F 7.094977 10.301901 11.035518 1.087 -0.147 1.574 0.000
C 7.379045 11.261203 13.214794 -0.385 0.660 1.018 0.000
F 6.073543 11.672022 13.190063 0.697 0.256 -0.074 0.000
C 8.160536 11.516046 14.375427 0.460 -0.537 -1.451 0.000
F 7.781044 12.456371 15.233252 -0.532 -0.133 0.425 0.000
C 9.394145 10.879668 14.564564 -1.029 0.434 1.464 0.000
F 10.036986 11.029167 15.825151 -1.296 0.265 -1.911 0.000
C 13.355468 11.857502 11.283379 0.677 0.036 1.471 0.000
C 11.998115 11.925920 10.713341 -1.605 -1.606 -0.236 0.000
N 11.687695 10.636050 10.133317 -0.399 -1.406 -1.052 -0.007
C 11.294585 10.560894 8.846718 0.043 -1.261 -0.288 -0.001
C 10.503187 9.409730 8.440923 -0.098 -0.646 1.718 0.000
F 10.436651 8.353990 9.385283 0.144 1.391 -1.650 -0.007
C 9.739943 9.288901 7.313310 0.305 0.265 -0.843 0.000
F 8.928630 8.189810 7.099631 0.954 1.776 0.161 0.000
C 9.922256 10.367252 6.402157 0.199 0.374 -0.231 0.000
F 9.028370 10.723584 5.459231 -0.714 -0.856 -0.384 0.000
C 10.916964 11.344997 6.556063 -1.693 -1.032 0.239 0.000
F 10.832432 12.395543 5.696653 0.805 -0.498 0.430 0.000
C 11.680400 11.328946 7.700733 -0.315 -0.005 1.008 0.000
F 12.772009 12.104854 7.782487 0.329 0.748 0.219 0.000
H 15.529344 11.235214 12.513028 0.010 -0.548 -0.404 0.000
H 15.227707 9.829493 11.373400 -0.109 0.100 0.407 0.000
H 15.008062 9.704081 13.202462 0.266 -0.190 -0.652 0.000
H 12.370165 11.930245 13.571633 0.133 0.800 0.089 0.000
H 13.826403 11.209096 14.492675 -0.302 0.645 -1.597 0.000
H 11.786552 10.539876 15.273365 0.221 -0.310 -0.500 0.000
H 12.702793 9.173780 14.746847 0.407 -0.039 -0.274 0.000
H 14.107075 11.657010 10.466491 -0.763 0.650 0.822 0.000
H 13.460017 12.807650 11.848496 0.937 -0.106 -0.454 0.000
H 11.974270 12.702788 9.982328 -0.143 0.832 -0.498 0.000
H 11.139085 12.074944 11.437713 1.246 0.427 -0.163 0.000
Cl 12.109781 6.979734 20.664598 1.081 -0.840 0.684 0.000
C 13.581682 5.759616 20.739521 -2.121 0.181 0.368 0.000
Cl 10.934375 6.074949 11.037329 -0.048 -0.483 0.471 -0.001
H 12.949510 4.838341 20.479645 2.056 1.145 -0.923 0.000
H 13.858826 5.475937 21.734701 -0.498 0.320 1.391 0.000
Cl 18.844823 5.946087 10.078826 -0.553 -0.005 -0.750 0.000
C 17.103607 6.135232 9.801053 -1.126 0.400 3.563 0.000
C 16.465486 6.471173 8.609622 -0.337 -0.044 0.737 0.000
C 15.087982 6.634667 8.639536 -0.077 0.728 2.231 0.000
Cl 14.306903 6.545462 7.154179 -1.025 0.526 -0.953 0.000
C 14.383588 6.996627 9.900235 0.010 0.360 -0.497 -0.001
O 13.320723 7.715846 9.964144 1.567 -1.061 -1.125 -0.015
C 15.042533 6.585133 11.122417 -0.738 0.704 -0.646 0.000
C 14.536440 6.930955 12.428889 -0.228 0.740 1.103 0.000
O 13.595116 7.700753 12.749126 1.387 -1.657 -0.541 -0.012
C 16.341316 6.134262 11.059302 2.669 -0.838 -2.776 0.000
H 16.940310 6.696956 7.660957 0.299 -0.662 0.118 0.000
H 15.155861 6.548869 13.288855 -0.407 0.114 -0.668 0.000
H 16.887229 5.765447 11.921874 -0.176 0.317 0.129 0.000
O 14.696521 7.769759 19.612106 -1.949 2.024 -0.377 0.000
B 14.836403 6.628015 20.316050 0.794 -1.419 -2.195 0.000
O 16.187721 6.267639 20.286669 0.384 1.069 0.180 0.000
C 16.848706 7.318017 19.585638 -1.191 -0.939 -2.788 0.000
C 18.053404 7.188772 18.854822 -0.629 -0.884 2.234 0.000
C 18.285872 8.250194 18.025419 0.536 0.126 -0.586 0.000
C 17.323512 9.237840 17.751575 2.221 2.059 -0.463 0.000
C 16.053783 9.352209 18.252302 0.833 -3.119 1.817 0.000
C 15.853685 8.237705 19.077889 0.829 -1.744 2.324 0.000
H 18.764387 6.339576 19.030139 -0.696 1.091 -0.152 0.000
H 19.307410 8.331655 17.639439 -0.602 0.214 -0.311 0.000
H 17.782651 10.108592 17.283978 -0.426 -0.107 -0.458 0.000
H 15.359591 10.141756 18.259418 -0.632 0.824 -0.759 0.000
```
Forces are in eV/Å.

Computed properties:
charge	-1
spin multiplicity	6
electronic energy	-5407.95871	hartree
HOMO level (spin up / spin down)	-0.169 / -0.170	Ha
relative energy (zero: lowest compared OMol25 entry of this formula, charge and spin)	0.000	eV
molecular weight	1003.62	g mol⁻¹
<S²>	9.329
LUMO energy (spin up / spin down)	1.442 / 1.443	eV